Entry 1:
Computed, not measured: a 3-piece molecular cluster, C36H66N2O6 overall at a distorted geometry, with the ωB97M-V functional and the def2-TZVPD basis.

Values from the calculation:
Orbital gap (alpha / beta) = 8.82 / 9.44 eV
Calculated total energy = -53661.9635 eV
Multiplicity = 3

Structure (XYZ):
```
110
Properties=species:S:1:pos:R:3:mulliken_charge:R:1
C -2.496 -5.016 5.078 0.0574
C -1.713 -4.342 5.686 -0.4781
C -0.808 -3.484 6.449 -0.9203
C -0.055 -2.500 5.533 0.6535
C 1.449 -2.394 5.681 0.1590
O 2.241 -3.240 5.940 -0.5892
O 1.797 -1.094 5.392 -0.3419
C 0.687 -0.281 5.766 0.0566
C 0.762 1.210 5.379 -1.1729
C 1.846 1.587 4.348 -0.7006
C 1.275 1.994 2.971 -1.3960
C 1.443 0.931 1.861 -0.0229
C 2.386 1.464 0.759 -0.5955
C 2.609 0.408 -0.340 -0.1013
C 3.889 0.558 -1.163 -1.0564
C 5.190 0.260 -0.405 -0.9280
C 5.826 1.478 0.301 -0.4218
C 6.523 1.035 1.585 -0.6307
O 6.955 2.100 2.412 -0.3755
C 8.193 2.642 1.993 -0.6998
C -0.584 -1.028 5.363 -0.1457
O -1.028 -0.890 4.028 -0.4350
H -3.082 -5.577 4.389 0.4503
H -0.103 -4.089 7.023 0.3418
H -1.392 -2.915 7.179 0.3350
H -0.157 -2.912 4.524 -0.1066
H 0.660 -0.316 6.864 0.4226
H -0.218 1.473 4.977 0.4017
H 0.871 1.786 6.295 0.5097
H 2.589 0.800 4.231 0.5119
H 2.391 2.443 4.751 0.4314
H 1.738 2.923 2.636 0.5418
H 0.218 2.237 3.102 0.5739
H 1.804 -0.029 2.241 0.7413
H 0.477 0.777 1.375 -0.2494
H 3.306 1.770 1.253 0.2574
H 1.869 2.318 0.318 0.3270
H 2.551 -0.585 0.113 0.4424
H 1.765 0.478 -1.034 -0.1629
H 3.946 1.530 -1.658 0.3381
H 3.819 -0.172 -1.978 0.3829
H 5.054 -0.568 0.297 0.3739
H 5.919 -0.099 -1.137 0.5189
H 6.571 1.916 -0.367 0.3430
H 5.098 2.263 0.502 0.3853
H 7.389 0.413 1.314 0.3528
H 5.860 0.402 2.178 0.3752
H 8.323 3.599 2.496 0.2461
H 8.208 2.803 0.913 0.3105
H 9.018 1.983 2.284 0.2717
H -1.410 -0.917 6.060 0.3692
H -0.322 -0.543 3.469 0.2834
C -1.288 -3.515 0.619 -2.2051
C -1.641 -2.355 -0.346 2.6589
C -3.100 -2.459 -0.798 -1.0012
C -3.352 -3.565 -1.822 -0.6338
C -2.382 -3.450 -2.996 -1.1320
C -0.916 -3.406 -2.558 1.5834
N -0.715 -2.352 -1.520 0.3392
O -0.671 -1.177 -2.068 -0.2593
C -0.484 -4.790 -2.040 -1.6189
C -0.023 -3.115 -3.760 -1.9805
C -1.460 -1.069 0.451 -2.3117
H -0.245 -3.814 0.513 0.3736
H -1.422 -3.208 1.657 0.5532
H -1.913 -4.395 0.472 0.2857
H -3.404 -1.504 -1.242 0.0659
H -3.732 -2.608 0.080 0.4135
H -3.271 -4.549 -1.352 0.3159
H -4.378 -3.490 -2.188 0.4443
H -2.522 -4.288 -3.682 0.4067
H -2.618 -2.543 -3.563 0.2356
H 0.531 -4.756 -1.641 0.3504
H -0.493 -5.506 -2.862 0.4356
H -1.137 -5.198 -1.272 0.3054
H -0.303 -2.195 -4.272 0.2890
H -0.106 -3.930 -4.479 0.4612
H 1.023 -3.032 -3.460 0.4290
H -0.421 -0.946 0.758 0.3891
H -2.078 -1.107 1.349 0.7112
H -1.762 -0.183 -0.107 -0.0797
C -3.319 3.372 -1.635 -2.0277
C -3.587 2.287 -2.708 2.0941
C -2.356 1.398 -2.888 -0.0904
C -1.213 2.064 -3.651 -0.3945
C -1.709 2.648 -4.973 -1.5026
C -2.905 3.587 -4.800 1.6872
N -3.977 2.919 -4.005 0.4930
O -4.641 2.084 -4.744 -0.6266
C -2.446 4.896 -4.131 -1.7373
C -3.454 3.988 -6.165 -1.8515
C -4.739 1.437 -2.178 -1.9160
H -3.855 4.293 -1.860 0.3666
H -3.665 3.041 -0.656 0.5072
H -2.260 3.608 -1.526 0.3154
H -2.644 0.491 -3.430 0.3358
H -2.003 1.070 -1.909 -0.6862
H -0.746 2.842 -3.039 0.2617
H -0.434 1.324 -3.844 0.3617
H -0.901 3.187 -5.473 0.4256
H -1.990 1.826 -5.639 0.3630
H -3.299 5.542 -3.918 0.3628
H -1.781 5.436 -4.806 0.4361
H -1.891 4.750 -3.208 0.3233
H -3.725 3.127 -6.773 0.3711
H -2.697 4.551 -6.709 0.4176
H -4.337 4.621 -6.060 0.4338
H -5.649 2.029 -2.066 0.4594
H -4.465 1.041 -1.199 0.4091
H -4.958 0.589 -2.826 0.3483
```



Entry 2:
Computed, not measured: C31H26N6O2S4Ti as an isolated structure at a distorted geometry, with the ωB97M-V functional and the def2-TZVPD basis.

Values from the calculation:
Orbital gap (alpha / beta) = 4.09 / 5.29 eV
Net charge = -2
Calculated total energy = -112066.2159 eV
Multiplicity = 3

Structure (XYZ):
```
70
Properties=species:S:1:pos:R:3:mulliken_charge:R:1
Ti -0.391 -0.394 1.208 -0.1464
N -2.970 3.251 0.023 -0.6473
C -2.056 2.249 0.399 0.4945
S -2.554 0.591 0.250 -0.5231
N -0.925 2.696 0.845 -1.3715
N -0.063 1.675 1.214 1.6033
C 1.220 2.036 1.374 0.5267
C 1.729 3.409 1.102 -0.2584
C 2.485 4.065 2.073 -0.3374
C 2.997 5.341 1.859 -0.7526
C 2.754 5.989 0.656 -0.3661
C 1.998 5.345 -0.319 -0.9304
C 1.484 4.074 -0.101 -0.0407
C 2.110 1.026 1.816 0.2475
C 3.534 1.148 1.896 -1.0902
C 4.267 0.138 2.435 -0.4534
C 3.630 -1.036 2.913 -1.2898
C 2.275 -1.132 2.701 -0.0742
N 1.533 -0.182 2.134 0.5793
H -3.565 2.944 -0.730 0.2453
H -2.481 4.108 -0.195 0.2498
H 2.654 3.570 3.022 0.5325
H 3.574 5.826 2.638 0.3435
H 3.146 6.985 0.479 0.3508
H 1.803 5.835 -1.266 0.3824
H 0.904 3.577 -0.868 0.5709
H 4.013 2.039 1.515 0.4789
H 5.347 0.231 2.487 0.3895
H 4.171 -1.846 3.379 0.3744
H 1.724 -2.021 2.993 0.3905
S -1.125 -0.192 3.598 -0.5427
C -2.486 -1.253 3.872 0.4872
C -3.239 -1.172 5.055 -0.6612
C -4.308 -2.017 5.309 -0.4619
C -4.659 -2.983 4.366 -0.4777
C -3.925 -3.079 3.192 -0.7433
C -2.839 -2.238 2.926 0.4296
S -1.887 -2.446 1.460 -0.4233
H -2.961 -0.415 5.782 0.3590
H -4.868 -1.922 6.233 0.3071
H -5.499 -3.647 4.539 0.3122
H -4.187 -3.824 2.448 0.3501
C -2.672 -2.441 -6.321 -1.4429
C -1.833 -1.653 -5.346 1.1640
C -0.581 -1.174 -5.702 -0.7774
C 0.192 -0.446 -4.796 -0.3418
C -0.302 -0.198 -3.529 -0.2958
C -1.558 -0.664 -3.154 0.0031
C -2.310 -1.388 -4.066 -0.9797
S 0.632 0.722 -2.313 1.4480
O 1.993 0.768 -2.802 -0.8304
O -0.062 1.968 -2.155 -0.7614
N 0.460 -0.147 -1.005 0.4245
C 1.011 -1.399 -0.964 0.3790
C 1.853 -2.063 -1.886 -1.0509
C 2.261 -3.339 -1.593 -0.4651
C 1.860 -3.967 -0.414 -1.1090
C 1.044 -3.250 0.436 -0.1507
N 0.636 -2.012 0.170 0.6099
H -2.072 -2.803 -7.157 0.3475
H -3.481 -1.832 -6.731 0.2848
H -3.132 -3.304 -5.837 0.3399
H -0.194 -1.380 -6.695 0.2776
H 1.178 -0.086 -5.063 0.4557
H -1.930 -0.453 -2.154 0.0434
H -3.284 -1.761 -3.766 0.3859
H 2.189 -1.556 -2.776 0.4445
H 2.911 -3.856 -2.292 0.3647
H 2.164 -4.973 -0.161 0.3960
H 0.660 -3.664 1.360 0.4233
```



Entry 3:
Computed, not measured: a 6-piece molecular cluster, C27H39F15IO14P overall at a distorted geometry, with the ωB97M-V functional and the def2-TZVPD basis.

Values from the calculation:
Structure (SMILES) = CCOCC[C@](I)(OC=O)P(C)O.CCOC(=O)C(F)(F)F.CCOC(=O)C(F)(F)F.CCOC(=O)C(F)(F)F.CCOC(=O)C(F)(F)F.CCOC(=O)C(F)(F)F
Orbital gap = 8.81 eV
Calculated total energy = -115449.0394 eV
Multiplicity = 1

Structure (XYZ):
```
97
Properties=species:S:1:pos:R:3:mulliken_charge:R:1
C 0.672 -4.908 2.441 -1.4348
C 0.754 -4.263 1.064 0.5857
O 0.563 -2.888 1.264 -0.0716
C 0.864 -2.106 0.132 -0.3997
C 1.315 -0.681 0.453 -0.3391
C 1.899 -0.372 1.822 -0.0204
I 0.372 -0.539 3.405 0.1227
O 2.234 1.053 1.716 0.0968
C 2.397 1.689 2.911 -0.0429
O 1.951 2.734 3.056 -0.4074
P 3.534 -1.188 2.294 0.1010
C 3.750 -2.782 1.434 -0.7082
O 3.337 -1.635 3.888 -0.4933
H 0.733 -5.985 2.396 0.4341
H -0.235 -4.561 2.916 0.3086
H 1.474 -4.471 3.028 0.2930
H 0.008 -4.705 0.407 -0.0669
H 1.735 -4.505 0.652 -0.0569
H 1.582 -2.648 -0.482 0.2054
H -0.032 -2.035 -0.486 0.5140
H 2.012 -0.307 -0.292 0.1383
H 0.445 -0.044 0.357 -0.0983
H 3.014 1.248 3.692 0.4107
H 3.238 -3.598 1.922 0.1458
H 4.805 -3.023 1.501 0.6384
H 3.525 -2.725 0.380 -0.0597
H 4.136 -1.317 4.320 0.3495
C -1.181 2.350 1.492 -0.5607
C -2.220 3.390 1.135 -0.5809
O -3.329 2.798 0.426 -0.2727
C -4.234 2.178 1.168 0.3855
O -4.221 2.064 2.356 -0.5303
C -5.358 1.646 0.268 0.7939
F -4.877 1.022 -0.818 -0.2599
F -6.137 2.660 -0.158 -0.2379
F -6.136 0.779 0.916 -0.2571
H -0.858 1.815 0.597 0.2149
H -0.314 2.815 1.957 0.2076
H -1.585 1.612 2.181 0.2445
H -1.794 4.131 0.461 0.4223
H -2.576 3.920 2.017 0.3516
C -6.251 5.482 0.026 -0.9506
C -7.137 6.707 0.111 -0.4808
O -6.358 7.918 0.162 -0.3120
C -5.893 8.363 -0.998 0.3301
O -6.058 7.856 -2.066 -0.5070
C -5.127 9.675 -0.777 0.9024
F -4.289 9.587 0.267 -0.2458
F -5.983 10.682 -0.532 -0.2524
F -4.409 9.999 -1.853 -0.2382
H -5.537 5.474 0.852 0.2729
H -6.850 4.587 0.067 0.4288
H -5.676 5.475 -0.900 0.3667
H -7.717 6.685 1.031 0.3776
H -7.842 6.748 -0.719 0.3447
C 4.606 3.654 0.189 -1.2673
C 4.907 2.171 0.141 0.3518
O 5.719 1.840 -1.004 -0.3042
C 7.018 2.077 -0.890 0.2980
O 7.573 2.537 0.062 -0.5065
C 7.736 1.628 -2.171 0.8829
F 7.092 2.049 -3.271 -0.2462
F 7.803 0.286 -2.225 -0.2468
F 8.980 2.103 -2.218 -0.2403
H 4.147 3.979 -0.746 0.3403
H 3.928 3.878 1.013 0.3366
H 5.516 4.237 0.323 0.3856
H 3.983 1.610 0.030 -0.1717
H 5.387 1.829 1.058 0.3222
C 3.720 -3.348 -5.458 -1.1450
C 4.120 -2.742 -4.130 -0.2327
O 3.854 -3.647 -3.041 -0.2371
C 4.750 -4.610 -2.848 0.2434
O 5.740 -4.791 -3.487 -0.5185
C 4.344 -5.450 -1.630 0.9790
F 3.042 -5.774 -1.659 -0.2542
F 4.563 -4.760 -0.493 -0.2412
F 5.039 -6.583 -1.561 -0.2600
H 2.675 -3.661 -5.434 0.3063
H 3.854 -2.626 -6.262 0.3824
H 4.317 -4.231 -5.684 0.3201
H 3.528 -1.852 -3.931 0.3107
H 5.169 -2.445 -4.124 0.3323
C -5.861 -3.159 1.350 -1.0839
C -5.602 -4.644 1.204 -0.2641
O -4.863 -4.930 0.002 -0.3387
C -3.554 -4.729 0.061 0.3559
O -2.941 -4.335 1.007 -0.4833
C -2.909 -5.116 -1.276 0.8877
F -3.589 -4.622 -2.322 -0.2691
F -2.867 -6.451 -1.419 -0.2798
F -1.657 -4.656 -1.350 -0.1988
H -6.361 -2.771 0.462 0.3152
H -6.486 -2.965 2.221 0.4065
H -4.929 -2.606 1.465 0.3011
H -6.544 -5.181 1.111 0.3221
H -5.080 -5.047 2.072 0.3068
```